Density functional theory data (wB97M-V/def2-TZVPD) for an isolated molecule of C3H9NS in a non-equilibrium geometry.

Positions of all 14 atoms, in Å:
C  -0.723  0.115  1.619
C  0.444  -1.434  -1.842
C  -0.130  1.387  1.103
N  0.466  -0.035  -1.058
S  -0.475  1.537  -0.656
H  -0.535  0.178  2.685
H  -1.719  -0.131  1.201
H  -0.160  -0.701  1.148
H  1.485  -1.776  -1.639
H  0.036  -1.373  -2.784
H  -0.248  -2.004  -1.209
H  1.013  1.438  1.185
H  -0.623  2.308  1.686
H  1.169  0.492  -1.440

## Properties
SMILES: CCSNC
energy above the lowest of the compared OMol25 structures with the same formula, charge and spin: 256.90 kJ/mol
total charge: 0
frontier orbital gap: 9.59 eV
LUMO level: 0.98 eV
multiplicity: 1
E: -15579.668 eV
F_max: 0.10476 Eh/bohr